1.
Computed, not measured: C5H9NO in the gas phase at a distorted geometry, with ωB97M-V/def2-TZVPD.

Results
max |F|: 2.701 eV/Å
HOMO-LUMO gap: 9.560 eV
2S+1: 1
molecular weight: 99.1 g mol⁻¹
structure (SMILES): C=C(N)CCC=O

```
16
Properties=species:S:1:pos:R:3:mulliken_charge:R:1
C -0.441 1.216 -1.344 -0.799
C -0.977 0.151 -0.778 0.543
N -2.386 -0.083 -0.553 -0.493
C -0.028 -0.816 0.037 -0.623
C 1.473 -0.447 0.408 -0.705
C 1.611 0.338 1.723 0.026
O 1.991 -0.054 2.813 -0.460
H -1.052 2.026 -1.873 0.240
H 0.710 1.375 -1.300 0.116
H -2.569 -1.107 -0.589 0.220
H -3.170 0.436 -0.945 0.227
H -0.053 -1.779 -0.606 0.316
H -0.344 -1.121 1.057 0.293
H 2.020 -0.133 -0.473 0.519
H 1.889 -1.446 0.674 0.273
H 1.324 1.445 1.749 0.308
```

---

2.
Computed, not measured: C5H9NO in the gas phase, with ωB97M-V/def2-TZVPD.

Results
max |F|: 0.958 eV/Å
HOMO-LUMO gap: 11.519 eV
2S+1: 1
molecular weight: 99.1 g mol⁻¹
structure (SMILES): C[C@@H](O)[C@@H](C)C#N

```
16
Properties=species:S:1:pos:R:3:mulliken_charge:R:1
C -1.321 -0.520 -0.850 -1.344
C -0.752 -0.177 0.522 0.067
O -0.638 -1.352 1.312 -0.563
C 0.660 0.457 0.506 0.578
C 1.608 -0.105 -0.560 -1.478
C 0.593 1.926 0.424 0.092
N 0.569 3.081 0.405 -0.468
H -1.378 0.359 -1.501 0.342
H -2.332 -0.924 -0.731 0.380
H -0.714 -1.289 -1.339 0.296
H -1.425 0.534 1.020 0.433
H -1.479 -1.482 1.761 0.345
H 1.065 0.230 1.497 0.232
H 2.619 0.281 -0.410 0.418
H 1.288 0.178 -1.567 0.326
H 1.637 -1.196 -0.490 0.344
```

---

3.
Computed, not measured: C5H9NO in the gas phase, with ωB97M-V/def2-TZVPD.

Results
max |F|: 0.557 eV/Å
HOMO-LUMO gap: 9.742 eV
2S+1: 1
molecular weight: 99.1 g mol⁻¹

```
16
Properties=species:S:1:pos:R:3:mulliken_charge:R:1
C 3.030 -0.394 -0.159 -0.618
C 0.951 0.194 0.472 -0.610
N 2.021 0.657 -0.177 0.055
O -0.173 0.697 -0.020 -0.305
C -1.256 -0.025 0.529 0.107
C -2.229 -0.578 -0.452 -0.554
C -2.569 0.632 0.395 -0.578
H 2.879 -0.909 0.793 0.321
H 2.820 -1.128 -0.948 0.247
H 4.046 -0.016 -0.240 0.276
H 1.925 1.281 -0.983 0.243
H -0.953 -0.601 1.397 0.487
H -1.997 -0.415 -1.500 0.238
H -2.695 -1.533 -0.227 0.233
H -2.525 1.600 -0.092 0.218
H -3.275 0.540 1.213 0.241
```

---

4.
Computed, not measured: C5H9NO in the gas phase at a distorted geometry, with ωB97M-V/def2-TZVPD.

Results
max |F|: 3.703 eV/Å
HOMO-LUMO gap: 8.946 eV
2S+1: 1
molecular weight: 99.1 g mol⁻¹
structure (SMILES): CC(=O)[C@@H]1CN1C

```
16
Properties=species:S:1:pos:R:3:mulliken_charge:R:1
C -1.313 1.266 1.150 -1.017
C -1.295 -0.223 0.871 0.370
O -2.077 -0.982 1.409 -0.550
C -0.479 -0.849 -0.291 -0.072
C 0.768 -1.175 0.455 -0.616
N 0.799 -0.344 -0.663 0.003
C 1.609 0.255 -1.696 -0.770
H -1.793 1.441 2.115 0.323
H -0.364 1.811 1.099 0.304
H -1.977 1.654 0.366 0.311
H -1.076 -1.456 -0.962 0.375
H 1.406 -2.054 0.608 0.344
H 0.333 -0.598 1.511 0.143
H 2.005 1.234 -1.393 0.265
H 0.993 0.400 -2.591 0.297
H 2.462 -0.380 -1.989 0.290
```